Formula: C42H112O14
Source: the OMol25 dataset
Level of theory: the ωB97M-V functional and the def2-TZVPD basis

Structure (XYZ):
```
168
Properties=species:S:1:pos:R:3:mulliken_charge:R:1
C -1.37 3.79 3.33 -1.2789
C -1.76 4.30 1.92 1.9008
C -2.81 5.49 1.86 -1.6890
O -0.54 4.83 1.37 -0.6301
H -0.89 2.83 3.18 -0.0189
H -2.23 3.56 3.96 0.5184
H -0.74 4.49 3.87 0.3342
H -2.21 3.47 1.37 -0.6015
H -3.46 5.49 2.73 0.4161
H -3.47 5.43 0.99 0.2627
H -2.33 6.47 1.96 0.4851
H -0.75 5.10 0.48 0.0457
C 3.19 2.17 2.82 -1.2003
C 2.16 3.27 2.66 1.1993
C 2.76 4.64 3.00 -1.4550
O 1.68 3.37 1.31 0.1258
H 2.84 1.16 2.59 -0.0438
H 3.56 2.12 3.84 0.4608
H 3.87 2.11 1.97 0.2627
H 1.37 3.05 3.37 -0.0029
H 3.20 4.83 3.98 0.3956
H 1.89 5.29 3.01 0.2444
H 3.57 4.98 2.36 0.2438
H 0.89 3.90 1.38 0.0831
C -0.92 4.25 -2.11 -0.5194
C -1.70 5.53 -1.95 0.5627
C -3.20 5.31 -1.91 -1.1847
O -1.26 6.18 -0.80 -0.6764
H 0.09 4.65 -2.02 -0.0136
H -1.24 3.78 -3.03 0.1806
H -1.11 3.54 -1.30 0.1235
H -1.60 6.22 -2.79 0.1819
H -3.34 4.41 -1.31 -0.0455
H -3.55 4.97 -2.89 0.4861
H -3.80 6.16 -1.59 0.4799
H -1.92 6.78 -0.44 0.3445
C 1.21 -1.14 0.21 -0.9862
C 0.11 -0.42 0.95 1.2778
C -0.67 0.51 0.03 -0.1021
O -0.86 -1.30 1.45 0.2625
H 1.04 -1.27 -0.86 -0.0156
H 1.47 -2.04 0.76 0.3693
H 2.12 -0.53 0.28 0.1784
H 0.54 0.13 1.78 -0.1530
H -1.54 0.86 0.59 -0.2534
H -1.01 -0.01 -0.86 -0.4895
H -0.01 1.30 -0.33 0.2273
H -0.77 -2.07 0.88 -0.5319
C -0.63 -5.69 3.22 -1.7395
C -1.55 -4.49 3.62 2.2059
C -3.00 -4.98 3.72 -1.4770
O -1.14 -3.92 4.87 -0.6612
H -1.02 -6.35 2.45 0.3278
H -0.42 -6.26 4.13 0.4533
H 0.29 -5.31 2.79 0.3424
H -1.50 -3.82 2.76 -0.8817
H -3.42 -5.40 2.80 0.3072
H -3.59 -4.09 3.96 0.2838
H -3.15 -5.83 4.38 0.4602
H -1.20 -2.98 4.67 0.4338
C -1.38 1.52 -4.96 -1.6858
C 0.13 1.00 -4.79 0.6670
C 0.86 1.43 -3.58 0.2101
O 0.18 -0.39 -4.99 -0.6000
H -2.09 1.18 -4.22 0.1489
H -1.75 1.14 -5.91 0.4508
H -1.51 2.58 -5.18 0.4759
H 0.78 1.40 -5.57 0.3763
H 0.88 0.71 -2.76 -0.0366
H 0.50 2.39 -3.24 -0.2386
H 1.93 1.57 -3.73 0.0616
H 1.13 -0.54 -5.01 0.2259
C -6.19 3.30 -1.14 -1.5838
C -5.22 2.20 -0.97 1.1978
C -4.93 2.12 0.56 -1.0555
O -5.72 0.98 -1.55 -0.5162
H -5.90 4.30 -0.83 0.2766
H -7.10 3.06 -0.60 0.4182
H -6.38 3.33 -2.21 0.5107
H -4.27 2.38 -1.46 -0.1950
H -4.23 1.34 0.86 -0.1202
H -5.79 1.75 1.12 0.5113
H -4.62 3.07 1.01 0.2839
H -6.23 1.20 -2.33 0.3144
C 2.47 -2.66 -3.86 -0.9637
C 3.42 -1.78 -4.57 0.9012
C 4.31 -2.50 -5.54 -1.5931
O 2.75 -0.82 -5.40 -0.6287
H 1.84 -3.30 -4.48 0.2949
H 1.81 -1.92 -3.40 -0.0869
H 2.84 -3.20 -2.99 0.5294
H 4.08 -1.24 -3.88 0.0135
H 4.91 -1.91 -6.23 0.4384
H 3.76 -3.20 -6.17 0.3605
H 4.99 -3.18 -5.04 0.3785
H 3.42 -0.35 -5.91 0.3133
C 5.77 -0.60 1.11 -0.9147
C 6.01 -1.13 2.52 1.2661
C 7.32 -1.86 2.68 -1.6983
O 6.15 -0.06 3.49 -0.5971
H 4.84 -0.03 1.10 -0.1478
H 5.84 -1.41 0.39 0.4198
H 6.60 0.03 0.81 0.3663
H 5.22 -1.80 2.85 -0.1458
H 7.40 -2.25 3.70 0.3841
H 8.30 -1.45 2.42 0.3566
H 7.23 -2.70 1.99 0.3949
H 5.28 0.04 3.87 0.2799
C 3.84 4.66 -1.09 -0.7933
C 4.39 3.45 -1.85 0.2364
C 4.04 2.06 -1.24 -0.1674
O 3.88 3.55 -3.17 -0.5876
H 4.18 4.56 -0.06 0.1648
H 2.76 4.57 -1.22 -0.0619
H 4.25 5.57 -1.54 0.4522
H 5.48 3.52 -1.92 0.2451
H 4.08 1.33 -2.05 0.0379
H 3.05 2.04 -0.79 -0.1431
H 4.76 1.81 -0.47 0.3299
H 3.83 2.63 -3.44 0.2715
C -3.63 -1.62 -3.42 -1.7139
C -2.68 -2.84 -3.15 1.4294
C -2.70 -3.77 -4.36 -1.5902
O -1.32 -2.39 -2.76 0.0283
H -4.67 -1.92 -3.29 0.4488
H -3.23 -1.08 -4.27 0.4611
H -3.49 -0.92 -2.60 0.2803
H -3.05 -3.37 -2.27 -0.2516
H -2.97 -3.09 -5.18 0.3922
H -3.37 -4.61 -4.20 0.3527
H -1.71 -4.22 -4.44 0.3590
H -1.11 -1.63 -3.32 -0.2780
C -1.63 -5.70 -0.66 -1.4881
C -0.44 -4.73 -0.31 1.6075
C 0.72 -4.80 -1.26 -1.2592
O -0.95 -3.48 -0.32 1.2449
H -1.31 -6.73 -0.49 0.4670
H -1.85 -5.55 -1.71 0.3568
H -2.56 -5.42 -0.17 0.2085
H -0.08 -4.94 0.69 -0.4915
H 0.36 -4.70 -2.28 0.2538
H 1.34 -5.69 -1.10 0.4231
H 1.37 -3.93 -1.25 0.0332
H -0.94 -3.15 -1.22 -0.7176
C -3.78 -2.48 0.43 0.3628
C -4.60 -1.73 1.45 0.8833
C -5.56 -2.64 2.17 -1.4672
O -3.79 -1.21 2.48 -0.6775
H -4.37 -3.10 -0.25 0.4477
H -3.18 -3.22 0.97 -0.4767
H -3.08 -1.84 -0.11 -0.5153
H -5.11 -0.87 1.02 -0.0843
H -5.02 -3.47 2.61 0.0982
H -6.24 -2.95 1.37 0.4225
H -6.05 -2.15 3.01 0.4126
H -2.93 -0.86 2.21 0.2009
C 2.22 -2.22 6.24 -1.5657
C 2.97 -1.79 4.99 0.2308
C 2.02 -1.34 3.88 -0.0775
O 3.84 -0.72 5.26 -0.5315
H 1.54 -3.04 5.99 0.3325
H 1.54 -1.46 6.61 0.3846
H 2.71 -2.58 7.15 0.3795
H 3.61 -2.59 4.62 0.3264
H 2.61 -1.03 3.01 -0.3100
H 1.48 -0.41 4.09 0.2606
H 1.40 -2.22 3.74 0.2065
H 3.34 -0.13 5.84 0.3803
```

Calculated values
F_max = 2.83 eV Å⁻¹
Kohn-Sham gap = 9.9 eV
relative energy (zero: lowest compared OMol25 entry of this formula, charge and spin) = 100.39 kcal per mole
LUMO energy = 0.327 eV
energy = -74032.0959 eV
total charge = 0